Computed, not measured: a molecular structure, C14H33Cl2CrN3OP3, with the ωB97M-V functional and the def2-TZVPD basis.

The geometry in XYZ format:
```
57
Properties=species:S:1:pos:R:3:forces:R:3
C 4.72420 0.97089 -3.21985 0.069 -0.047 -0.027
C 3.37190 0.72904 -2.64224 -1.845 -0.224 -1.601
H 4.70330 1.21190 -4.27945 -0.390 -0.107 -0.015
H 5.31103 0.05937 -3.07943 0.062 0.102 0.112
H 5.20713 1.78688 -2.69570 0.165 0.020 0.244
O 2.31103 0.60623 -3.21385 2.171 0.342 1.677
Cl 3.45472 0.54098 -0.81532 0.022 -0.374 -0.539
Cr 0.16479 -0.04944 0.45393 1.725 -0.136 -0.265
P 0.20593 -2.21478 -0.61595 0.506 -2.005 -0.173
C -1.01984 -3.02861 -1.69814 -0.179 0.388 -0.188
C 1.66500 -2.23306 -1.67947 0.335 0.428 -0.229
H 1.79984 -3.23143 -2.12500 -0.075 0.374 0.171
H 1.06902 -4.36830 0.04024 -0.107 0.005 0.084
H 2.54090 -1.95394 -1.08342 -0.121 -0.225 -0.147
H 1.35900 -3.12617 1.30154 -0.158 -0.222 -0.141
H -1.33819 -2.31183 -2.47182 -0.015 -0.361 0.166
H 1.54363 -1.46745 -2.45591 0.101 -0.327 -0.002
C 0.63253 -3.52941 0.58617 -0.133 0.401 0.133
H -0.54208 -3.89246 -2.18741 -0.143 0.315 0.239
H -0.26725 -3.84737 1.12050 0.222 -0.159 -0.070
H -1.88756 -3.36950 -1.12711 0.106 -0.025 -0.167
P 0.10952 2.26885 0.65147 0.333 1.799 0.870
C -1.29004 3.27499 0.10383 -0.221 -0.237 -0.186
C 0.37916 2.71227 2.39864 -0.148 -0.205 -0.010
H 2.38108 2.35944 0.04663 -0.302 0.659 -0.018
H 1.73589 4.02753 0.17759 -0.274 -0.209 -0.137
H 1.36979 2.97896 -1.26399 0.086 0.171 0.244
C 1.52259 3.01024 -0.17629 0.586 -0.336 -0.215
H 1.25339 2.17018 2.77303 -0.147 0.188 -0.051
H 0.54266 3.79403 2.45898 -0.080 -0.191 0.076
H -1.11341 4.31695 0.40283 -0.079 -0.257 -0.132
H -2.22241 2.91287 0.54348 0.125 0.249 -0.118
H -0.49126 2.42316 2.99909 0.202 0.168 -0.038
H -1.35867 3.20021 -0.98859 -0.075 0.165 0.213
Cl 1.68975 -0.49065 2.03268 -0.920 0.236 -0.623
C -5.01138 -0.38950 1.55412 0.458 0.092 0.146
N -4.25897 -1.41752 0.80523 -0.526 -0.148 0.336
C -3.84949 -2.50881 1.72654 -0.331 0.475 0.286
N -3.09547 -1.99523 2.88722 0.186 -0.395 0.017
C -3.86747 -0.97490 3.58802 -0.362 0.229 -0.453
N -4.22382 0.15496 2.69307 0.026 -0.445 -0.200
C -3.04614 0.90917 2.26342 -0.467 0.405 -0.098
P -1.92875 -0.21586 1.28290 -0.556 0.210 0.555
C -3.16577 -0.84333 0.05468 -0.079 -0.269 0.001
C -1.74533 -1.53601 2.55663 -0.608 -0.739 0.078
H -5.92804 -0.84865 1.95929 0.368 0.259 -0.188
H -5.26496 0.42968 0.86276 -0.051 -0.288 0.288
H -3.26964 -3.26474 1.18844 0.052 0.177 0.044
H -4.76215 -3.00710 2.10792 0.437 0.354 -0.232
H -3.28060 -0.58256 4.42018 -0.144 -0.132 0.080
H -4.80859 -1.43291 3.94452 0.495 0.296 -0.043
H -3.36853 1.77143 1.65601 0.067 -0.414 0.169
H -2.50213 1.31176 3.12443 -0.110 -0.172 -0.015
H -2.72635 -1.59241 -0.60080 0.027 0.038 0.072
H -3.50438 -0.01574 -0.59135 0.043 -0.190 0.338
H -1.23859 -1.13172 3.44858 -0.187 -0.007 -0.348
H -1.14305 -2.38170 2.20207 -0.139 0.306 0.029
```
Forces are in eV/Å.

Its expectation value of S² is 3.856. As for the total charge: +2. The value obtained for the total energy is -102890.05095 eV. The lowest unoccupied orbital energy (spin up / spin down) is -8.61 / -7.35 eV. Its spin multiplicity is 4. The value obtained for the HOMO energy (spin up / spin down) is -14.50 / -14.55 eV.

natural (NBO) atomic charge list, values in e, 5 entries: -0.736 0.618 0.271 0.275 0.267

=====

Computed, not measured: 3 unconnected molecules or ions with the total composition C14H33F3NO15P3S, with the ωB97M-V functional and the def2-TZVPD basis.

The geometry in XYZ format:
```
70
Properties=species:S:1:pos:R:3:forces:R:3
N 0.45124 6.94126 6.78309 0.157 -0.587 -0.202
P 1.79266 6.54101 6.14832 -2.778 1.622 2.252
O 2.97735 7.05226 7.04947 0.698 -0.798 -0.956
O 1.97522 7.22045 4.73336 1.193 -0.556 -0.501
O 1.89084 4.89467 6.00997 1.936 -0.011 -0.744
C 2.04777 4.37016 4.78178 -0.840 -0.028 0.012
O 1.25512 4.46974 3.93015 -0.679 -0.062 -1.037
O 3.18368 3.57585 4.54560 0.460 1.177 0.686
S 4.61377 4.26447 4.75555 2.540 -1.167 1.422
O 5.55076 3.21819 4.93070 -0.401 -0.726 -0.790
O 4.67689 5.24026 5.79374 -1.279 0.904 -0.500
C 5.10126 5.07639 3.12665 -0.146 -0.531 -0.371
F 4.31464 4.63383 2.15058 -0.127 0.476 0.222
F 6.33667 4.68365 2.85923 -0.180 0.304 0.257
F 5.05869 6.38925 3.26003 -0.204 -0.223 -0.207
H -0.10208 6.11243 6.96173 -0.384 0.268 0.178
H 3.82568 6.83030 6.62577 0.217 0.130 0.343
H 1.25777 7.85910 4.62079 -0.174 -0.170 -0.045
O -4.74791 0.43782 0.60649 0.669 -0.148 -3.004
P -3.31453 0.74952 0.79193 0.478 0.922 5.992
O -2.68289 -0.47936 1.64851 -0.066 0.165 -0.835
C -2.61500 -1.77839 1.04880 0.055 -0.313 -0.119
C -1.54501 -1.86028 -0.02320 -0.058 0.142 -0.045
O -3.38779 1.90043 1.94876 0.258 0.014 -0.440
C -4.60273 2.55048 2.31378 -0.170 0.069 0.314
C -5.17603 1.93032 3.56959 0.044 -0.137 0.091
O -1.93261 1.30332 0.19473 -1.256 -0.765 -1.752
C -1.25228 2.50706 0.58443 0.372 0.560 -0.233
C -0.38651 2.27083 1.79779 -0.005 -0.309 0.173
H -3.59329 -2.04856 0.64136 -0.019 0.061 0.044
H -2.38843 -2.47773 1.85307 -0.029 0.125 0.109
H -1.79584 -1.22727 -0.87783 0.010 -0.069 -0.028
H -1.43648 -2.88369 -0.38281 -0.009 0.011 -0.024
H -0.58515 -1.51738 0.36245 0.015 -0.047 0.042
H -5.32210 2.53800 1.49708 0.032 -0.190 -0.046
H -4.35238 3.59764 2.50391 0.128 -0.032 -0.026
H -5.35971 0.86486 3.43144 -0.071 0.021 -0.123
H -6.11262 2.41478 3.84943 0.006 0.016 -0.009
H -4.47057 2.03069 4.39569 -0.011 0.062 0.005
H -1.94358 3.33430 0.72257 -0.193 -0.162 0.139
H -0.61706 2.78024 -0.26058 -0.091 -0.211 -0.107
H -0.97204 1.95112 2.65770 -0.116 0.098 -0.026
H 0.14911 3.18205 2.06187 -0.009 0.028 -0.069
H 0.34073 1.48244 1.59620 0.043 0.057 -0.074
O -0.10896 -3.62909 -3.00961 2.734 0.956 1.151
P 0.67671 -4.25537 -4.09417 -4.376 -2.866 -3.485
O 0.24091 -3.50391 -5.47093 0.707 0.218 0.577
C 0.57657 -2.12414 -5.64384 0.056 0.291 -0.070
C 2.05872 -1.92389 -5.90172 0.050 -0.111 0.114
O -0.13146 -5.65831 -4.30456 0.559 0.035 0.137
C -1.09492 -6.14062 -3.37015 -0.346 -0.135 -0.026
C -2.49584 -5.81789 -3.84310 -0.053 0.100 -0.127
O 2.06547 -4.85497 -4.62293 0.475 1.521 1.678
C 2.33604 -6.22861 -4.94860 0.494 -0.551 0.024
C 1.90665 -6.54229 -6.36159 -0.201 0.233 -0.169
H 0.25423 -1.55226 -4.76904 -0.033 -0.058 0.009
H 0.00117 -1.77128 -6.49891 -0.078 -0.133 0.005
H 2.65129 -2.19454 -5.02423 0.002 0.049 -0.010
H 2.26720 -0.88105 -6.14300 -0.032 0.006 0.006
H 2.39430 -2.55302 -6.72570 -0.029 0.027 -0.050
H -0.91016 -5.75087 -2.37068 0.036 0.179 -0.060
H -0.96589 -7.22492 -3.31933 0.096 0.014 -0.088
H -2.62589 -4.74423 -3.97960 0.051 0.029 0.129
H -3.23881 -6.17337 -3.12772 0.013 -0.013 0.006
H -2.68642 -6.28986 -4.80786 -0.003 -0.057 0.025
H 1.90065 -6.90804 -4.22064 -0.248 0.150 0.014
H 3.41801 -6.34800 -4.86799 -0.001 0.243 0.063
H 0.83824 -6.39191 -6.50158 -0.037 -0.065 0.121
H 2.14888 -7.57748 -6.60481 0.054 0.002 0.042
H 2.41807 -5.88659 -7.06739 0.094 -0.053 0.016
```
Forces are in eV/Å.

As for the total charge: 0. The value obtained for the total energy is -94113.38305 eV. As for the SMILES: N=P(O)(O)OC(=O)OS(=O)(=O)C(F)(F)F.CCOP(=O)(OCC)OCC.CCOP(=O)(OCC)OCC. The lowest unoccupied orbital energy is -0.01 eV. The value obtained for the HOMO energy is -9.67 eV.

natural (NBO) atomic charge list, values in e, 5 entries: -1.355 2.412 -0.950 -1.002 -0.753

=====

Computed, not measured: a molecular structure, C14H34Br3CuN2O, with the ωB97M-V functional and the def2-TZVPD basis.

The geometry in XYZ format:
```
55
Properties=species:S:1:pos:R:3:forces:R:3
Cu -0.92936 -1.09173 4.04029 0.457 0.513 0.778
C -2.97115 -2.17501 -6.40142 0.447 1.661 0.565
C -1.68821 -2.80311 -5.82475 -1.066 -0.395 -1.117
C -1.16630 -2.12314 -4.55547 0.169 0.666 -0.186
C -1.77032 -2.62261 -3.26588 0.345 -0.663 1.091
N -1.20249 -2.09184 -1.96934 2.463 2.143 1.220
C -2.16939 -1.98285 -0.76995 -1.874 -0.259 -1.145
C -1.83014 -0.82748 0.11649 0.410 0.338 0.737
C -0.83496 0.00183 -0.66792 0.789 -0.245 0.213
C -0.84744 -0.57022 -2.09083 -0.342 -0.120 0.168
C 0.12915 -2.78427 -1.56528 -1.450 -0.369 0.314
H -3.83916 -2.33145 -5.76097 -0.073 -0.125 -0.147
H -3.22352 -2.32015 -7.45183 0.192 -0.869 0.158
H -2.75375 -1.10692 -6.39566 -0.392 0.407 0.128
H -0.93020 -2.68557 -6.59915 0.141 -0.301 0.118
H -1.98048 -3.85094 -5.75586 0.884 -0.321 0.525
H -1.40898 -1.06529 -4.65627 -0.001 0.140 -0.062
H -0.07656 -2.14690 -4.55564 0.068 -0.341 0.206
H -1.51154 -3.67175 -3.12294 -0.954 -0.342 -0.517
H -2.82849 -2.36376 -3.22896 -0.065 -0.560 -0.073
H -2.40027 -2.87785 -0.19222 0.535 -0.402 -0.620
H -3.06433 -1.67480 -1.31060 -0.375 -0.419 0.122
H -1.46737 -1.15427 1.09101 0.342 0.102 -0.106
H -2.65877 -0.15299 0.33227 -0.492 -0.657 -0.031
H 0.14016 -0.11402 -0.19484 0.186 0.182 -0.151
H -1.16853 1.03483 -0.56920 0.439 0.082 -0.613
H 0.08856 -0.49177 -2.64387 -0.133 0.043 0.065
H -1.65850 -0.11288 -2.65752 0.026 -0.105 -0.134
H 0.44787 -2.31507 -0.63449 0.388 0.127 -0.165
H 0.86755 -2.81474 -2.36649 -0.202 0.602 0.006
H -0.08630 -3.82342 -1.31660 -0.270 0.011 -0.011
C 3.05270 3.10606 4.61553 -2.050 1.069 -0.081
N 1.87660 2.57321 3.72184 1.658 1.069 -0.101
C 1.20489 1.46800 4.49073 0.428 0.379 -0.734
C 0.80385 3.68812 3.39039 1.997 -1.575 0.332
C 2.50220 1.98150 2.40931 0.315 0.598 1.500
C 3.45809 2.91453 1.73612 -0.093 1.218 -0.760
O 2.78722 3.98420 1.11224 -0.684 0.721 -0.650
H 2.58492 3.47984 5.52635 -0.197 -0.781 0.346
H 3.42015 4.07076 4.26564 0.377 -0.457 -0.794
H 3.81760 2.36241 4.83917 -0.281 -0.003 -0.373
H 0.63086 0.91212 3.74938 -0.110 -0.201 0.347
H 0.55666 1.95315 5.22048 0.168 -0.512 0.184
H 2.03850 0.87991 4.87455 -0.647 -0.348 0.349
H 0.32954 4.01226 4.31671 -0.007 -0.309 -0.105
H 0.15489 3.09273 2.74815 -0.454 0.769 -0.032
H 1.36831 4.49754 2.92744 -0.482 -0.148 -0.266
H 1.68155 1.71528 1.74314 0.051 -0.282 0.208
H 3.12540 1.12982 2.68204 -0.718 -0.478 0.315
H 3.99702 2.40268 0.93883 0.355 -0.520 0.415
H 4.14562 3.48159 2.36370 0.276 -0.914 0.330
H 2.33111 3.61579 0.35208 -0.205 0.249 -0.177
Br 0.19206 -1.53782 6.72730 -0.389 0.320 -1.139
Br 1.46236 -1.77973 2.42537 -0.838 0.438 -0.159
Br -2.72888 1.10617 3.76740 0.940 -0.828 -0.291
```
Forces are in eV/Å.

As for the total charge: 0. The value obtained for the total energy is -274862.45560 eV. The lowest unoccupied orbital energy is -0.43 eV. The value obtained for the HOMO energy is -6.46 eV.

natural (NBO) atomic charge list, values in e, 5 entries: 0.757 -0.608 -0.401 -0.428 -0.199

=====

Computed, not measured: a molecular structure, C14H34ClHfN8O17, with the ωB97M-V functional and the def2-TZVPD basis.

The geometry in XYZ format:
```
75
Properties=species:S:1:pos:R:3:forces:R:3
C -2.56532 1.43295 5.42540 0.257 -0.326 0.171
C -1.19695 0.83893 5.79124 -0.509 1.176 0.462
N -1.21738 0.06536 7.03230 0.851 -3.684 1.785
C -1.15367 0.51289 8.39882 -0.045 -1.504 -2.106
C -1.11895 -0.63190 9.16290 -0.695 1.193 0.431
N -1.22714 -1.74364 8.37472 0.793 1.609 -3.280
C -1.12925 -1.31628 7.06919 -1.393 1.630 1.687
C -1.27041 -3.12498 8.79560 0.534 -1.011 0.683
H -2.41334 2.08180 4.56283 -0.135 0.157 0.141
H -3.02613 1.97475 6.25135 0.116 0.130 -0.121
H -3.24770 0.63909 5.12167 -0.018 -0.024 0.041
H -0.47267 1.61158 6.04920 0.035 0.235 -0.708
H -0.88591 0.26011 4.92157 0.438 -0.335 0.517
H -1.11336 1.57800 8.57294 -0.065 -0.244 0.426
H -1.08773 -0.71035 10.23960 -0.051 0.004 -0.087
H -1.07186 -1.97842 6.21791 -0.199 0.147 0.036
H -0.27379 -3.37811 9.15723 -0.214 -0.102 0.476
H -1.47517 -3.87103 8.02777 -0.142 0.693 -0.538
H -2.05072 -3.27195 9.54235 0.280 0.212 0.164
Hf 5.24636 0.72332 1.63722 -0.751 0.189 -0.941
Cl 6.44637 1.86136 -3.48592 2.259 2.042 -1.540
O 6.06770 1.21854 -2.25164 -0.006 -0.374 1.260
O 5.31058 1.51296 -4.32935 0.012 0.832 0.130
O 6.58105 3.34787 -3.23967 -0.725 -3.498 -0.728
O 7.65764 1.30194 -4.05528 -1.702 0.946 1.223
C 0.58126 0.97250 -1.59921 -0.026 -0.661 -0.757
C 0.64513 0.54618 -0.09637 1.056 2.534 0.721
O 1.77684 1.00518 0.56461 -1.417 -1.103 -1.088
H 1.51567 0.79775 -2.13254 -0.102 -0.002 0.079
H 0.22854 1.99194 -1.75547 0.415 0.299 0.690
H -0.21618 0.36823 -2.03171 0.159 -0.305 -0.099
H 0.50546 -0.53448 -0.12403 0.747 -1.021 -0.150
H -0.29212 0.85036 0.36961 0.035 0.227 0.743
C -4.76982 1.36225 0.33163 0.240 -0.544 -1.084
N -4.79141 -0.15852 0.53368 2.353 1.135 -0.029
O -4.06416 -0.83208 -0.21732 -1.465 0.794 0.680
O -5.27422 -0.52214 1.56251 -0.848 -0.990 0.462
H -4.98135 1.94984 1.22498 -0.120 -0.693 0.095
H -5.48578 1.60324 -0.45415 0.158 -0.023 0.012
H -3.74609 1.50476 -0.01445 -0.267 0.378 -0.121
C -0.76050 -4.49180 -1.51859 0.457 1.101 1.188
N -0.65193 -5.74747 -2.28949 -1.021 0.236 -0.944
O -1.46123 -5.77267 -3.23308 1.709 -0.673 1.474
O 0.16483 -6.58796 -1.95719 -0.667 0.429 -0.496
H -0.56096 -3.65746 -2.19102 -0.695 -0.195 -0.190
H -0.05025 -4.34437 -0.70502 0.557 -0.920 -0.214
H -1.70717 -4.45779 -0.97936 -0.329 0.037 -0.819
C 0.30349 1.67310 -7.07671 0.274 -0.247 -0.652
N -0.19377 1.64895 -8.47237 0.320 -0.031 -1.477
O -1.32998 1.28241 -8.70017 0.501 0.276 0.168
O 0.59865 1.98308 -9.36607 -1.086 -0.326 1.215
H 0.22421 2.71386 -6.76266 -0.024 -0.241 0.261
H 1.33964 1.35567 -7.19395 0.011 0.183 0.385
H -0.28103 0.94303 -6.51686 -0.046 0.374 0.093
C -5.30969 0.35944 -6.45396 -0.753 -0.954 -0.051
N -4.09277 0.15746 -5.62646 1.448 0.827 -2.108
O -3.48008 1.16914 -5.30654 -0.218 -0.343 0.733
O -3.64820 -0.96782 -5.53338 -0.409 0.281 0.699
H -5.29469 -0.44180 -7.19281 -0.161 -0.164 0.326
H -5.36878 1.28706 -7.02329 0.443 0.231 0.783
H -6.12117 0.22161 -5.73940 -0.270 0.138 -0.394
C 4.19818 -5.21488 -0.71477 0.364 -0.865 1.984
N 4.00392 -3.81585 -1.14134 -0.443 -0.166 0.963
O 3.62295 -3.62972 -2.25581 0.020 0.656 -0.407
O 4.16534 -2.93798 -0.26130 -0.078 -0.582 -0.993
H 3.30476 -5.63922 -0.25669 -0.710 0.507 -0.602
H 4.79682 -5.14808 0.19368 0.678 -0.134 -0.496
H 4.53676 -5.94785 -1.44704 0.166 0.783 -0.295
C 4.27788 6.62438 -0.61264 -0.173 0.042 0.225
N 3.72561 5.27109 -0.34682 0.186 -1.797 0.148
O 4.45697 4.41889 0.24818 -1.935 1.391 -1.183
O 2.56786 5.10389 -0.74560 2.351 -0.412 1.133
H 5.32315 6.78697 -0.34981 -0.166 -0.667 0.092
H 3.64058 7.20030 0.05838 0.056 0.637 -0.576
H 4.11671 6.76266 -1.68175 -0.205 0.470 0.288
```
Forces are in eV/Å.

As for the total charge: +3. The value obtained for the total energy is -75557.14071 eV. The lowest unoccupied orbital energy is -14.06 eV. The value obtained for the HOMO energy is -15.70 eV.

Löwdin atomic charge list, values in e, 5 entries: -0.053 -0.183 -0.048 0.051 -0.009

=====

Sequential molar mass output: 475.3 637.4 549.7 800.4 u